1.
Computed, not measured: a molecular structure, C17H28MnN6O6Se, with ωB97M-V/def2-TZVPD.

Each line ends with the Mulliken spin population.
CARTESIAN COORDINATES (ANGSTROEM)
O (4.04099, 2.36459, -4.53827)  0.000
H (4.19508, 3.25042, -4.88242)  0.000
Mn (1.20219, 0.70296, -0.52151)  3.939
N (1.76905, -0.73792, 0.66342)  0.034
N (2.00008, -0.47239, -1.86030)  0.326
N (0.01855, 1.57324, 0.79264)  -0.076
N (0.42077, 2.05086, -1.71744)  -0.052
O (1.72419, -0.77902, 2.06269)  0.042
O (-0.15557, 1.29623, 2.16244)  0.006
O (0.60703, 2.22413, -3.10402)  0.009
O (1.77461, -0.43192, -3.24248)  0.368
C (2.45948, -1.72119, -1.34553)  0.020
C (2.34832, -1.85853, -0.00331)  0.162
C (-0.70233, 2.51857, 0.30907)  -0.008
C (-0.50937, 2.75503, -1.18649)  0.036
C (2.75775, -3.06250, 0.83974)  -0.012
H (1.89685, -3.43114, 1.39811)  0.009
H (3.52716, -2.77269, 1.55575)  0.012
H (3.14478, -3.89159, 0.25255)  -0.003
C (3.01985, -2.74119, -2.33272)  0.003
H (3.81046, -2.28210, -2.92726)  0.001
H (2.23324, -3.06838, -3.01323)  0.004
H (3.43758, -3.62481, -1.85665)  -0.002
C (-1.72417, 3.36296, 1.07865)  0.001
C (-1.39078, 3.78512, -1.90242)  0.001
H (-1.50271, 3.40205, 2.14519)  0.000
H (-2.72532, 2.94764, 0.96667)  0.004
H (-1.74030, 4.39673, 0.73518)  0.000
H (-1.46826, 3.58583, -2.97101)  0.000
H (-0.98136, 4.78792, -1.78442)  0.001
H (-2.41205, 3.78215, -1.52249)  0.001
H (0.44821, 0.55486, 2.31709)  0.002
H (1.45833, 1.77073, -3.25946)  -0.002
C (4.09509, 2.41444, -3.16297)  0.003
H (4.28146, 1.46136, -2.68864)  0.002
H (3.33931, 3.05029, -2.72435)  0.002
H (5.01219, 2.95612, -2.92956)  0.001
O (2.83958, 1.77673, 0.77049)  0.073
H (1.87242, 2.05800, 0.75166)  -0.009
H (2.81412, 0.77530, 0.81140)  -0.021
C (-4.13674, -0.97160, -0.33368)  -0.007
N (-3.05561, -1.31849, 0.58620)  0.008
C (-1.70375, -1.29908, 0.38156)  0.033
Se (-0.89655, -0.76994, -1.13393)  0.073
N (-1.05879, -1.79637, 1.46325)  0.014
C (-2.00238, -2.05346, 2.37899)  -0.002
C (-1.84065, -2.53966, 3.67746)  -0.003
C (-2.99923, -2.75019, 4.44570)  0.002
C (-4.27593, -2.48449, 3.89588)  0.002
C (-4.39951, -1.99668, 2.57697)  0.002
C (-3.22443, -1.78214, 1.84670)  0.002
H (-4.77223, -1.87117, -0.49799)  -0.001
H (-3.74058, -0.64652, -1.31526)  0.004
H (-4.76272, -0.16606, 0.09967)  0.000
H (-0.05777, -1.97345, 1.59619)  -0.001
H (-0.85788, -2.73982, 4.08556)  -0.001
H (-2.91519, -3.11488, 5.46089)  0.000
H (-5.16117, -2.65882, 4.49461)  0.000
H (-5.37540, -1.79611, 2.15547)  0.000

Energy: -4996.69394 Eh
Multiplicity: 6
Gap between HOMO and LUMO (alpha / beta): 4.678 / 4.681 eV
⟨S²⟩: 8.901

2.
Computed, not measured: a molecular structure, C17H28N5O7PdS, with ωB97M-V/def2-TZVPD.

Each line ends with the Mulliken charge.
CARTESIAN COORDINATES (ANGSTROEM)
Pd (0.94097, -1.35418, -0.54041)  0.557
N (1.77903, -2.16124, 1.25155)  -0.327
C (1.90156, -0.92956, 2.06272)  0.937
C (2.61029, -1.13395, 3.41414)  -1.091
C (1.77990, -0.74425, 4.64388)  -0.318
C (1.85115, 0.74608, 4.94517)  -1.226
N (1.56199, 1.52226, 3.74103)  -0.140
C (0.35484, 1.74130, 3.24984)  0.637
N (0.23754, 2.23332, 2.00899)  -0.320
N (-0.75154, 1.47297, 3.95458)  -0.325
C (2.55825, 0.12284, 1.14719)  0.425
O (2.99421, 1.16711, 1.63550)  -0.812
O (2.59436, -0.16771, -0.09661)  -0.746
H (1.25308, -2.89491, 1.71428)  0.279
H (2.70304, -2.51419, 1.01742)  0.314
H (0.87582, -0.58385, 2.22640)  0.020
H (3.56581, -0.60299, 3.41668)  0.349
H (2.85161, -2.19490, 3.50332)  0.329
H (2.15415, -1.27749, 5.51972)  0.465
H (0.74008, -1.05982, 4.50938)  0.266
H (2.86109, 1.01222, 5.25501)  0.422
H (1.19560, 1.03398, 5.76824)  0.359
H (2.29500, 1.48090, 3.02255)  0.410
H (1.07549, 2.22584, 1.43688)  0.351
H (-0.62478, 2.07148, 1.51117)  0.088
H (-0.68557, 1.20744, 4.92085)  0.183
H (-1.64315, 1.80589, 3.63048)  0.217
O (-0.66804, -2.71000, -0.37630)  -0.556
C (-1.82915, -2.40321, -0.68308)  -0.469
C (-2.42611, -1.10230, -0.71979)  0.798
C (-3.76380, -1.05774, -1.14513)  -0.353
C (-4.41823, 0.13354, -1.23832)  -0.682
C (-3.76447, 1.33864, -0.94544)  -0.771
C (-2.46358, 1.32245, -0.52540)  -0.341
C (-1.74431, 0.10355, -0.34045)  0.291
O (-0.56273, 0.13241, 0.14356)  -0.052
N (-5.82193, 0.15729, -1.66553)  1.020
O (-6.38771, 1.23116, -1.65609)  -0.613
O (-6.32982, -0.89251, -1.99991)  -0.614
H (-2.50009, -3.23040, -0.95057)  0.371
H (-4.28571, -1.96941, -1.41041)  0.501
H (-4.30366, 2.26792, -1.07033)  0.511
H (-1.93768, 2.25025, -0.33632)  0.530
C (1.83514, -0.93574, -5.14585)  -1.050
C (0.31640, -0.89449, -5.23102)  -0.671
S (-0.47301, -0.40634, -3.69125)  0.394
O (0.17238, -1.30195, -2.64194)  -0.604
C (0.19772, 1.28619, -3.55453)  -0.735
C (1.22852, 1.44242, -2.44967)  -0.646
H (2.23176, -1.52729, -5.97019)  0.381
H (2.15282, -1.40675, -4.21640)  0.253
H (2.27686, 0.05884, -5.20622)  0.279
H (-0.10859, -1.87590, -5.44438)  0.419
H (-0.05873, -0.19365, -5.98058)  0.475
H (-0.67579, 1.91302, -3.37699)  0.489
H (0.60491, 1.53881, -4.53302)  0.530
H (0.78830, 1.28169, -1.46637)  -0.156
H (1.61808, 2.46157, -2.47389)  0.514
H (2.07042, 0.76337, -2.56813)  0.257

Energy relative to the best compared isomer or geometry (same formula, charge and spin): 45.3 kJ/mol
Energy: -1990.83849 Eh
Total charge: +1
Gap between HOMO and LUMO (alpha / beta): 7.252 / 7.377 eV

3.
Computed, not measured: a molecular structure, C17H28NO2P2Pt, with ωB97M-V/def2-TZVPD.

Each line ends with the Mulliken spin population.
CARTESIAN COORDINATES (ANGSTROEM)
Pt (-0.01867, 0.01539, -0.06792)  0.221
P (1.99029, -0.11167, -1.16154)  0.090
C (1.64210, 0.81681, -2.61572)  0.534
C (0.28817, 0.90546, -2.98986)  0.045
N (-0.67015, 0.64414, -2.02107)  0.110
C (-1.98641, 0.76298, -2.26954)  0.026
C (-2.43185, 1.10075, -3.54057)  0.175
C (-1.51296, 1.36959, -4.54958)  -0.030
C (-0.15807, 1.27864, -4.28170)  0.171
C (-2.95180, 0.50242, -1.14841)  -0.027
P (-2.10318, 0.72894, 0.44962)  0.105
H (0.60984, 1.49551, -5.01865)  0.001
H (-3.50685, 1.16019, -3.70379)  0.003
H (-1.85230, 1.62651, -5.55625)  0.002
H (-3.83324, 1.14819, -1.22269)  -0.001
H (-3.31748, -0.53365, -1.13751)  0.003
H (1.97427, 3.38035, -2.29816)  0.004
H (2.41135, 1.03748, -3.35535)  -0.033
H (1.24287, 4.13383, 0.17838)  -0.002
O (1.99263, 4.12742, -1.65836)  0.004
H (2.43575, 4.81822, -2.18717)  0.000
H (0.49259, 0.71085, 1.34273)  0.061
O (1.18195, 3.75654, 1.08387)  0.013
H (0.22308, 3.65779, 1.21896)  0.000
C (-2.33857, 2.48030, 0.81100)  0.012
H (-3.40262, 2.75009, 0.78082)  0.001
H (-1.94219, 2.59865, 1.82472)  0.007
H (-1.77951, 3.07484, 0.07966)  0.005
C (-3.13803, -0.12144, 1.64054)  0.004
H (-2.69514, 0.14980, 2.60361)  -0.001
H (-4.18799, 0.20726, 1.58781)  0.001
H (-3.05693, -1.19413, 1.44340)  0.000
C (2.54398, -1.77264, -1.61016)  0.044
H (3.43524, -1.63246, -2.23451)  0.000
H (2.80597, -2.33796, -0.70544)  0.003
H (1.74468, -2.27330, -2.16962)  -0.001
C (3.38397, 0.59359, -0.28612)  0.034
H (3.63513, -0.11679, 0.51391)  -0.001
H (4.20675, 0.66652, -1.01100)  0.001
H (3.10435, 1.57206, 0.12400)  0.000
C (-0.29771, -4.83250, -0.04006)  -0.015
C (0.27234, -4.16084, 1.04874)  0.015
C (0.27871, -2.76239, 1.07652)  0.002
C (-0.28008, -2.07332, 0.00007)  0.383
C (-0.84494, -2.71363, -1.10551)  -0.018
C (-0.83937, -4.11739, -1.11367)  0.022
H (-0.28660, -5.92615, -0.06090)  -0.001
H (0.74013, -4.72138, 1.86212)  0.001
H (0.75533, -2.21093, 1.88764)  0.016
H (-1.22392, -2.13759, -1.95737)  0.007
H (-1.23204, -4.64688, -1.98573)  0.003

Energy relative to the best compared isomer or geometry (same formula, charge and spin): 0.0 kJ/mol
Energy: -1671.58979 Eh
Multiplicity: 3
Total charge: +1
Gap between HOMO and LUMO (alpha / beta): 7.081 / 5.652 eV
⟨S²⟩: 2.036

4.
Computed, not measured: 2 unconnected molecules or ions with the total composition C17H28NO3S, with ωB97M-V/def2-TZVPD.

Each line ends with the Mulliken charge.
CARTESIAN COORDINATES (ANGSTROEM)
C (6.37296, -1.76896, -0.72267)  -0.927
C (6.69302, -0.56510, -1.73801)  -0.218
O (6.31579, 0.73723, -1.22117)  -0.364
C (5.48085, 1.45077, -2.18669)  -0.829
C (3.98575, 0.88446, -1.93475)  0.495
C (3.42188, 1.00135, -0.63867)  -0.382
C (1.95983, 0.37311, -0.45533)  0.289
O (1.13761, 0.77119, 0.39296)  -0.519
C (1.62320, -0.86014, -1.42886)  0.464
S (0.41212, -2.19979, -0.93815)  -0.256
C (2.20422, -0.99112, -2.70878)  -0.499
C (3.21588, 0.18011, -3.12894)  0.292
O (3.33470, 0.51462, -4.32525)  -0.518
H (5.25588, -2.03216, -0.70458)  0.178
H (6.94258, -2.71270, -1.05509)  0.349
H (6.77280, -1.52650, 0.32101)  0.261
H (6.22529, -0.81484, -2.75154)  0.240
H (7.83898, -0.53776, -1.85238)  0.311
H (5.81282, 1.24218, -3.26648)  0.357
H (5.57629, 2.54904, -1.92009)  0.342
H (3.97511, 1.50812, 0.22060)  0.395
H (0.92731, -3.31772, -1.59647)  0.193
H (1.95898, -1.85094, -3.40024)  0.312
C (-6.32461, 0.39118, 0.66290)  -1.242
C (-5.48865, 0.91035, 1.83084)  -0.603
C (-4.15061, 1.51828, 1.43984)  -0.454
N (-3.05234, 0.53975, 0.97359)  0.398
C (-2.74119, 0.81746, -0.48269)  -1.094
C (-1.77901, 0.76894, 1.80668)  -0.643
C (-2.01617, -0.07184, 3.04037)  -0.518
C (-2.62856, -1.34665, 2.49134)  -0.760
C (-3.31346, -0.95791, 1.18579)  -0.572
H (-5.75605, -0.22898, -0.03183)  0.333
H (-7.15603, -0.20597, 1.04280)  0.339
H (-6.74243, 1.22337, 0.09288)  0.373
H (-5.35197, 0.13292, 2.58944)  0.261
H (-6.07518, 1.69269, 2.32268)  0.458
H (-3.75422, 2.06405, 2.29888)  0.266
H (-4.28984, 2.25733, 0.64479)  0.454
H (-2.40711, 1.85155, -0.56895)  0.420
H (-3.64986, 0.65114, -1.06230)  0.359
H (-1.94973, 0.14200, -0.81032)  0.401
H (-0.93292, 0.39126, 1.22864)  0.246
H (-1.65047, 1.83393, 1.99834)  0.470
H (-2.71810, 0.42253, 3.71983)  0.274
H (-1.09715, -0.26260, 3.59643)  0.486
H (-3.32927, -1.79425, 3.19972)  0.374
H (-1.85501, -2.09229, 2.29211)  0.312
H (-4.37363, -1.18530, 1.18726)  0.316
H (-2.86028, -1.49739, 0.35052)  0.377

Energy: -1342.85533 Eh
Total charge: +1
Gap between HOMO and LUMO: 7.945 eV